No. 1
An isolated molecule of C22H40BrFNO6PS at a distorted geometry, computed with ωB97M-V/def2-TZVPD.

XYZ file:
```
73
Properties=species:S:1:pos:R:3:lowdin_charge:R:1
C -0.43621 -3.60423 4.92351 -0.148
C -1.30269 -2.35065 4.29699 -0.252
C -1.93924 -2.70138 2.78974 -0.236
N -0.88028 -2.31850 1.78706 -0.069
C -1.42908 -1.85902 0.46275 -0.300
C -0.61831 -0.53154 -0.08474 -0.304
P -1.04530 1.07519 0.93480 0.920
C -2.09328 2.21624 -0.24251 -0.318
C -2.17847 0.68568 2.41605 -0.328
C 0.98666 -0.72440 -0.30254 -0.438
C 1.47252 -0.24351 -1.81972 -0.129
C 1.26425 1.35346 -2.11725 -0.175
C 2.69774 2.21470 -2.15845 -0.181
C 2.79211 3.37941 -1.00981 -0.171
C 3.28039 4.84992 -1.54648 -0.178
O 2.19404 5.78447 -1.88254 -0.122
C 1.35466 6.11141 -0.71989 -0.289
C -0.20379 5.50786 -0.75691 -0.029
O 1.73011 6.79393 0.36574 -0.014
C 1.76556 0.19744 0.85578 -0.080
C 3.48359 -0.25911 0.71471 -0.141
C 4.42995 0.11249 2.12206 -0.022
O 3.96073 -1.39852 1.67280 -0.256
O 1.51590 -2.07483 -0.10395 -0.324
S 0.83394 -3.25020 -1.11166 1.013
O 1.77810 -3.39389 -2.37006 -0.433
O -0.66735 -2.78859 -1.78421 -0.368
C -1.63291 -3.04227 -0.66741 -0.715
Br -1.57854 -4.91028 0.04484 0.771
C -3.15250 -2.84526 -1.31702 -0.144
C -3.32243 -3.45232 -2.82584 -0.284
C -3.08907 -2.27048 -3.98375 -0.075
F -2.55893 -4.68740 -3.10896 -0.107
H -0.10349 -3.41314 6.04699 0.083
H -1.02850 -4.61678 4.78268 0.076
H 0.55056 -3.67616 4.25676 0.084
H -2.09257 -1.88896 5.02700 0.103
H -0.51061 -1.48612 4.08730 0.092
H -2.17770 -3.87067 2.82006 0.098
H -2.93631 -2.09199 2.73222 0.107
H -0.10355 -3.00615 1.71144 0.099
H -2.53518 -1.46507 0.68656 0.128
H -1.07900 -0.29793 -1.16137 0.127
H -1.65582 2.02141 -1.33065 0.038
H -3.22365 1.91218 -0.28858 0.047
H -1.92970 3.37069 -0.00109 0.033
H -2.61489 1.73116 2.79279 0.067
H -3.13650 0.03808 2.14809 0.047
H -1.55498 0.26113 3.30948 0.035
H 0.85303 -0.81697 -2.66433 0.121
H 2.59986 -0.59649 -1.99300 0.126
H 0.81879 1.46113 -3.19837 0.115
H 0.52059 1.86267 -1.36235 0.065
H 3.62155 1.45931 -2.10865 0.108
H 2.80659 2.75706 -3.21013 0.115
H 3.62435 3.01528 -0.23507 0.127
H 1.78003 3.37219 -0.42242 0.097
H 3.94471 5.35156 -0.70348 0.136
H 3.98303 4.80593 -2.50773 0.149
H -0.95209 6.31434 -1.16329 0.099
H -0.18422 4.55844 -1.47618 0.083
H -0.52335 5.12211 0.30226 0.085
H 1.80554 1.33281 0.60528 0.072
H 1.46312 -0.07728 1.94751 0.120
H 4.02897 -0.11882 -0.40619 0.153
H 3.90811 -0.01976 3.16755 0.112
H 5.58295 -0.12479 2.02076 0.107
H -3.47961 -1.70460 -1.37224 0.130
H -3.94871 -3.37525 -0.60541 0.129
H -4.47477 -3.74449 -2.93861 0.150
H -1.97019 -1.92898 -3.97834 0.076
H -3.32050 -2.67359 -5.07888 0.096
H -3.76778 -1.32934 -3.71148 0.093
```

The lowest unoccupied orbital energy comes out at 0.1 eV. As for the spin multiplicity: 1. As for the gap between HOMO and LUMO: 8.65 eV. Its HOMO energy is -8.50 eV. Its electronic energy is -130105.354 eV.



No. 2
A cluster of 22 separate species, C44H132O22 in total at a distorted geometry, computed with ωB97M-V/def2-TZVPD.

XYZ file:
```
198
Properties=species:S:1:pos:R:3:lowdin_charge:R:1
C -0.33348 -3.20900 5.21479 -0.073
C -0.03162 -4.27071 4.18196 -0.277
O 0.36501 -3.72264 2.90202 -0.107
H -1.10468 -2.54923 4.81722 0.055
H 0.59058 -2.65702 5.38664 0.073
H -0.75033 -3.63653 6.12669 0.079
H -0.93630 -4.85421 4.01109 0.112
H 0.72409 -4.93598 4.59959 0.106
H -0.10912 -4.13426 2.17582 0.034
C -4.27266 -1.67356 3.76262 -0.084
C -5.05576 -2.95602 3.61794 -0.318
O -6.38400 -2.75687 3.11538 -0.074
H -4.22988 -1.10260 2.83511 0.052
H -3.28304 -1.92676 4.14296 0.063
H -4.66608 -1.05603 4.57008 0.079
H -5.11165 -3.48606 4.56875 0.107
H -4.47793 -3.65673 3.01526 0.094
H -6.81442 -3.58795 2.90174 0.080
C 1.17074 -0.31570 1.36678 -0.063
C 0.49095 0.17690 0.10522 -0.265
O -0.56939 1.07854 0.47603 -0.098
H 2.04578 -0.85512 1.00423 0.081
H 0.62692 -0.97535 2.04296 0.066
H 1.63233 0.49458 1.93112 0.048
H 0.09234 -0.64723 -0.48641 0.093
H 1.25190 0.70044 -0.47353 0.088
H -0.90442 1.54047 -0.29596 0.028
C -3.20128 1.25338 -1.91995 -0.058
C -2.07661 1.88532 -2.68707 -0.317
O -1.33688 2.71295 -1.82352 -0.092
H -3.84212 2.06615 -1.57813 0.072
H -2.93471 0.73566 -0.99855 0.061
H -3.69008 0.50737 -2.54656 0.069
H -2.47323 2.37976 -3.57382 0.112
H -1.40892 1.14970 -3.13559 0.091
H -0.72504 3.28064 -2.29784 0.018
C -0.08052 -4.89008 -2.81050 -0.069
C 0.21091 -6.31997 -2.44126 -0.301
O -0.29831 -6.61627 -1.15996 -0.079
H 0.55144 -4.21048 -2.23878 0.076
H -1.11869 -4.69657 -2.54056 0.065
H 0.16459 -4.60796 -3.83443 0.068
H 1.27445 -6.53741 -2.34259 0.098
H -0.19103 -7.02391 -3.16997 0.116
H -0.34545 -7.56643 -1.03121 0.101
C 7.45589 -1.93810 2.06356 -0.086
C 7.73340 -2.68839 0.78762 -0.286
O 9.18839 -2.87402 0.71800 -0.093
H 6.39775 -1.81553 2.29468 0.054
H 7.97417 -0.97939 2.04443 0.083
H 7.92052 -2.43796 2.91347 0.076
H 7.47530 -2.01507 -0.02977 0.090
H 7.19437 -3.63360 0.72338 0.107
H 9.35990 -3.48770 -0.00004 0.067
C 4.19895 1.83472 4.68407 -0.080
C 3.88627 0.36982 4.66388 -0.295
O 4.02164 -0.07346 3.33504 -0.111
H 5.26852 2.01832 4.58216 0.083
H 3.82924 2.31302 5.59107 0.081
H 3.66287 2.36526 3.89716 0.048
H 2.80964 0.30729 4.82205 0.114
H 4.49117 -0.16220 5.39816 0.114
H 3.53113 -0.89596 3.26815 0.042
C 4.95530 -3.12717 4.47772 -0.068
C 3.78635 -3.62130 3.61994 -0.315
O 2.80627 -2.65495 3.49176 -0.091
H 4.58504 -2.82076 5.45606 0.078
H 5.41726 -2.25903 4.00758 0.037
H 5.69672 -3.92157 4.56338 0.081
H 3.42059 -4.53968 4.07917 0.109
H 4.09872 -3.87580 2.60714 0.108
H 1.98354 -3.05617 3.20239 0.034
C 0.84354 5.10902 -0.82671 -0.061
C 1.29948 5.00436 -2.28253 -0.254
O 0.22995 4.48345 -3.10891 -0.112
H 0.10427 5.90521 -0.73914 0.071
H 1.71205 5.30112 -0.19671 0.079
H 0.46153 4.18360 -0.39571 0.069
H 2.14008 4.31078 -2.30340 0.096
H 1.60105 5.98330 -2.65515 0.116
H 0.55098 4.37462 -4.00708 0.100
C -5.74383 4.27967 -0.52620 -0.071
C -6.91414 4.36271 0.46002 -0.327
O -8.03316 4.86958 -0.19818 -0.065
H -5.58511 5.18748 -1.10825 0.061
H -5.99745 3.52684 -1.27255 0.057
H -4.81621 3.96676 -0.04692 0.058
H -6.67880 4.96024 1.34075 0.106
H -7.19680 3.38650 0.85399 0.105
H -7.98234 5.82559 -0.12705 0.086
C 0.87839 -1.67680 -4.77681 -0.047
C 2.17943 -1.92339 -5.66022 -0.265
O 2.60997 -3.21048 -5.39268 -0.084
H 0.13968 -2.43431 -5.03870 0.042
H 0.37346 -0.75178 -5.05515 0.062
H 1.04213 -1.61665 -3.70086 0.061
H 2.94810 -1.15337 -5.59431 0.103
H 1.90718 -1.86318 -6.71396 0.113
H 2.17391 -3.83821 -5.97355 0.118
C 3.91099 -5.62462 -1.08987 -0.083
C 5.13516 -5.97109 -1.92236 -0.297
O 6.01171 -6.77976 -1.10038 -0.096
H 3.36677 -6.53023 -0.82188 0.069
H 3.20729 -5.00946 -1.65065 0.056
H 4.18751 -5.12289 -0.16256 0.069
H 5.67022 -5.06680 -2.21231 0.089
H 4.84614 -6.55536 -2.79597 0.109
H 6.70556 -7.10009 -1.68138 0.071
C -6.13353 -0.35491 0.21187 -0.053
C -7.02050 0.44904 -0.79635 -0.351
O -6.71168 -0.00758 -2.02424 -0.063
H -5.19729 -0.62128 -0.27864 0.060
H -6.74739 -1.23491 0.40396 0.066
H -5.91740 0.08321 1.18625 0.054
H -6.73947 1.50214 -0.80667 0.082
H -8.04770 0.32480 -0.45354 0.113
H -7.13457 0.49450 -2.72473 0.099
C -4.48564 2.39284 3.52549 -0.062
C -3.63621 1.79193 2.41651 -0.280
O -2.57456 2.69808 2.07911 -0.094
H -4.83943 3.33069 3.09727 0.063
H -3.93886 2.64877 4.43304 0.074
H -5.29418 1.79035 3.93943 0.076
H -4.19787 1.59988 1.50231 0.093
H -3.24177 0.84279 2.77934 0.094
H -1.95076 2.19711 1.54855 0.047
C 1.63380 1.37627 -3.10528 -0.081
C 3.07093 1.51077 -3.54205 -0.305
O 3.90755 1.52637 -2.39504 -0.070
H 0.97069 1.34984 -3.96998 0.075
H 1.26276 2.18559 -2.47645 0.056
H 1.48746 0.45014 -2.54944 0.059
H 3.17210 2.42000 -4.13465 0.109
H 3.39474 0.74660 -4.24865 0.087
H 4.70565 1.99937 -2.64184 0.092
C 3.72474 2.64688 0.91153 -0.076
C 4.93718 1.80145 0.50751 -0.320
O 5.60633 1.45844 1.68264 -0.083
H 3.07159 2.65001 0.03890 0.052
H 3.97687 3.62795 1.31404 0.080
H 3.17196 2.18300 1.72845 0.038
H 5.57582 2.33350 -0.19760 0.109
H 4.52351 0.91832 0.02065 0.083
H 5.02202 0.90429 2.20521 0.020
C -2.07158 -2.36530 0.98194 -0.058
C -1.35860 -3.25994 -0.02417 -0.288
O -0.83316 -4.39767 0.63214 -0.074
H -2.47231 -1.46890 0.50864 0.071
H -1.31695 -2.01449 1.68590 0.057
H -2.82809 -2.86371 1.58806 0.062
H -0.47765 -2.69006 -0.31952 0.096
H -2.03110 -3.43543 -0.86384 0.102
H -0.76782 -5.07156 -0.04847 0.049
C -2.74510 -2.78546 -4.19994 -0.077
C -3.13898 -1.47328 -4.91233 -0.269
O -2.74651 -1.56100 -6.31089 -0.095
H -3.40331 -3.59246 -4.52184 0.076
H -2.84330 -2.73090 -3.11574 0.061
H -1.72460 -3.08060 -4.44398 0.036
H -2.65025 -0.63479 -4.41617 0.086
H -4.21803 -1.31928 -4.90799 0.108
H -3.18556 -2.33963 -6.66098 0.072
C -3.93979 7.16127 0.85607 -0.063
C -2.98501 5.99383 1.15394 -0.324
O -3.38168 5.42253 2.36437 -0.091
H -4.96016 6.98132 1.19457 0.069
H -3.99592 7.42434 -0.20022 0.046
H -3.49394 8.03360 1.33393 0.071
H -1.91909 6.22038 1.13018 0.107
H -3.16870 5.18107 0.45124 0.071
H -3.16389 4.48808 2.39524 0.023
C 0.48692 2.57715 3.54427 -0.071
C -0.43949 3.23807 4.59159 -0.302
O 0.07921 2.94803 5.85941 -0.075
H 0.13438 2.85566 2.55117 0.054
H 0.52214 1.49153 3.63532 0.068
H 1.50930 2.95492 3.53261 0.057
H -1.42359 2.79250 4.44628 0.089
H -0.52239 4.31921 4.48039 0.116
H -0.40329 2.17910 6.17173 0.080
C -3.10850 6.26542 -2.55533 -0.090
C -3.06417 5.65480 -3.97430 -0.305
O -3.63453 6.58174 -4.88151 -0.070
H -2.53747 7.18349 -2.41685 0.080
H -2.73116 5.57011 -1.80547 0.056
H -4.16675 6.38438 -2.32289 0.058
H -3.55153 4.68276 -3.89863 0.103
H -2.03278 5.42598 -4.24258 0.088
H -3.33355 7.44992 -4.60353 0.076
C 5.28849 -1.99361 -1.81093 -0.078
C 4.12985 -2.13984 -2.75499 -0.309
O 4.49213 -3.20687 -3.63000 -0.092
H 5.19381 -1.10886 -1.18136 0.065
H 6.17283 -1.81535 -2.42270 0.087
H 5.46963 -2.87311 -1.19307 0.057
H 3.96446 -1.24294 -3.35190 0.086
H 3.21352 -2.39279 -2.22164 0.103
H 3.83475 -3.26979 -4.32678 0.006
```

The lowest unoccupied orbital energy comes out at 0.1 eV. As for the spin multiplicity: 1. As for the gap between HOMO and LUMO: 9.08 eV. Its HOMO energy is -9.03 eV. Its electronic energy is -92807.739 eV.



- Look up the HOMO energy of the first one.
  -8.50 eV



- Which of these has the highest gap between HOMO and LUMO?
  C44H132O22



- The highest gap between HOMO and LUMO belongs to which entry?
  C44H132O22